Density functional theory data (ωB97M-V with the def2-TZVPD basis set) for a 12-piece molecular cluster, C54H95Br22F2N2O overall at a distorted geometry.

The total charge is +1. The HOMO energy is -9.7 eV. The calculation puts the HOMO-LUMO gap at 5.6892 eV. The calculation puts the calculated total energy at -59126.57453 hartree. For the max |F|, the calculation gives 5.00 eV Å⁻¹. Its spin multiplicity is 1. The LUMO energy is -4.0371 eV.

The geometry in XYZ format:
```
176
Properties=species:S:1:pos:R:3:forces:R:3
C -0.9133 -6.7217 -3.5809 -0.5 0.0 0.5
C -2.4414 -7.1610 -3.2311 -0.5 -0.6 -1.3
C -3.3705 -6.9994 -4.5709 -0.1 0.7 0.7
C -4.0116 -5.4822 -4.5610 0.3 -1.0 -1.0
C -5.5368 -5.4449 -4.0170 0.0 0.0 0.2
C -5.8973 -4.0893 -3.1848 -0.6 0.1 -0.5
C -6.7816 -3.0467 -4.0840 0.6 0.2 0.2
C -5.9309 -1.6773 -4.4180 -0.1 -1.3 -0.3
C -4.6027 -2.1870 -5.2212 -1.3 0.1 -0.2
C -4.0473 -1.1333 -6.3176 1.0 -0.4 0.9
C -3.0308 -1.9688 -7.2847 -0.7 -0.4 0.0
C -3.0564 -1.5163 -8.8329 -0.3 0.4 0.0
C -2.0581 -0.3063 -9.2140 -0.6 -0.4 -0.7
C -0.4945 -0.5876 -8.9119 0.0 -0.2 -0.1
C -0.0126 -0.1938 -7.4184 -0.7 1.9 1.6
C -0.6819 1.0563 -6.7156 3.4 -2.7 2.5
C -0.2528 1.4245 -5.2192 1.1 -2.4 -1.8
C -0.9937 2.6756 -4.5255 -0.4 -0.7 -0.3
C -1.3810 2.4624 -2.9691 -0.7 0.5 0.0
C -2.4963 1.2847 -2.7587 0.6 1.1 0.4
F -3.8156 1.9241 -2.6832 2.0 -1.1 -0.2
C 0.8552 0.5078 -4.5641 -1.0 -0.4 -2.5
F 1.2846 0.8162 -3.2086 -1.0 -1.1 -4.1
C 1.5056 -0.7234 -5.3616 -1.7 2.6 1.0
C 2.6559 -1.5371 -4.5878 0.3 0.0 -0.2
C 2.2143 -2.9926 -4.0386 -1.0 -0.8 -1.1
C 3.3623 -3.7738 -3.2048 0.3 0.2 -0.6
N 3.7455 -3.1242 -1.9127 -0.2 -1.2 -0.1
C 3.0201 -3.6915 -0.7315 -1.1 0.7 0.3
C 1.5134 -3.0585 -0.7553 -2.2 0.2 0.4
C 1.3678 -1.4756 -0.6558 -3.9 -2.7 -0.5
C -0.0997 -0.8235 -0.7089 1.5 -4.4 -1.2
C -1.3391 -1.8247 -0.8731 3.0 -1.6 -0.8
C -1.1760 -3.4165 -0.9606 3.4 2.0 -0.2
C 0.2905 -4.0646 -0.9101 -0.6 4.6 0.5
O 0.5540 -5.4842 -0.9873 -1.0 2.4 1.4
N 1.0301 -1.0120 -6.7348 -1.6 3.2 2.1
H -0.7613 -5.6684 -3.1334 0.2 -1.8 -0.6
H -0.7235 -6.6325 -4.7159 -0.4 -0.4 1.8
H -0.1905 -7.5187 -3.1351 -1.1 1.8 -0.7
H -2.5116 -8.2805 -2.9330 0.4 2.0 -0.2
H -2.8968 -6.4987 -2.3898 0.9 -1.3 -1.4
H -4.2108 -7.7938 -4.6150 1.3 1.4 0.2
H -2.7141 -7.1580 -5.5048 -1.0 0.3 1.5
H -3.9749 -5.1363 -5.6749 -0.2 -0.3 2.0
H -3.2954 -4.7932 -3.9661 -1.3 -1.1 -0.9
H -6.2183 -5.5787 -4.9585 1.0 0.4 1.8
H -5.8072 -6.3431 -3.3204 0.9 1.4 -1.3
H -6.5156 -4.3864 -2.2497 1.1 0.5 -1.6
H -4.9358 -3.5387 -2.8299 -1.6 -1.1 -0.5
H -7.7767 -2.8371 -3.5468 1.5 -0.1 -0.9
H -7.0142 -3.5724 -5.0923 0.3 1.0 1.7
H -6.5659 -1.0242 -5.1223 1.0 -0.8 1.2
H -5.6543 -1.1096 -3.4461 -0.5 -0.9 -1.7
H -4.9446 -3.1507 -5.7905 0.7 1.8 1.0
H -3.8152 -2.5244 -4.4447 -1.0 0.7 -1.5
H -3.4783 -0.3083 -5.7101 -0.9 -1.3 -1.3
H -4.8634 -0.5794 -6.9124 1.0 -1.2 0.9
H -3.3741 -3.0878 -7.2652 0.6 2.1 0.0
H -1.9954 -1.9511 -6.7811 -1.3 0.0 -1.0
H -2.8957 -2.4077 -9.5660 0.0 1.5 1.5
H -4.1389 -1.1302 -9.0553 1.9 -0.7 0.4
H -2.4800 0.6594 -8.7520 1.0 -1.4 -0.6
H -2.1429 -0.1657 -10.3729 0.2 -0.2 2.1
H 0.1025 -0.0208 -9.7425 -0.8 -0.9 2.0
H -0.2900 -1.7101 -9.0979 -0.3 1.7 0.5
H -1.4707 1.7273 -7.2191 1.5 -1.5 0.8
H -0.3858 3.6423 -4.7419 -0.9 -1.8 0.6
H -2.0082 2.8092 -5.0941 1.9 -0.3 0.9
H -1.9061 3.4440 -2.6195 1.0 -1.7 -0.7
H -0.4604 2.3414 -2.2796 -1.5 0.0 -1.3
H -2.5326 0.5258 -3.6238 0.0 1.1 1.4
H -2.2836 0.7946 -1.7403 -0.6 0.6 -1.7
H 3.0227 -0.8774 -3.6987 -0.9 -1.0 -1.7
H 3.5574 -1.6891 -5.2995 -1.5 0.4 1.0
H 1.1910 -2.9257 -3.4868 2.0 0.0 -0.7
H 1.9988 -3.6484 -4.9860 0.4 1.1 1.6
H 4.3071 -3.8433 -3.8882 -1.6 0.2 1.1
H 3.0564 -4.8840 -3.0063 0.3 2.2 -0.3
H 3.7038 -2.0933 -1.9554 -0.1 -1.0 0.1
H 3.0028 -4.8578 -0.8009 -0.1 2.3 0.0
H 3.5474 -3.4228 0.2756 -0.9 -0.3 -1.9
H 2.3330 -0.8575 -0.5378 -1.9 -1.0 -0.1
H -0.2087 0.3253 -0.6572 0.0 -2.3 0.0
H -2.4197 -1.4017 -0.9303 2.2 -0.8 0.2
H -2.0802 -4.1198 -1.0980 1.5 1.4 0.3
H 0.2637 -5.8533 -0.1120 0.3 0.4 -1.1
H 1.4409 -1.8244 -7.2529 -0.5 1.1 0.7
Br -1.0160 -1.5140 1.7911 -0.4 0.1 1.6
C -2.1809 -1.6368 3.3513 0.2 -0.1 0.1
C -2.9426 -0.3515 3.5626 0.0 0.0 0.3
Br -1.8064 1.0221 4.3521 -0.1 0.0 -0.2
H -1.5516 -1.9124 4.1998 -0.2 0.1 -0.1
H -2.8659 -2.4588 3.1313 0.0 0.1 0.0
H -3.7520 -0.4971 4.2805 0.1 0.0 -0.1
H -3.3523 0.0653 2.6408 0.1 -0.1 0.1
Br 1.1951 3.3989 4.7995 0.0 -0.1 0.0
C 2.3477 1.9451 5.3979 0.0 0.2 0.1
C 3.2105 1.4330 4.2708 0.1 -0.3 0.0
Br 2.1874 0.3008 3.0574 0.0 0.1 -0.1
H 1.6986 1.1802 5.8281 0.2 0.1 -0.2
H 2.9641 2.3781 6.1886 0.0 -0.1 -0.1
H 4.0061 0.7912 4.6555 -0.1 0.1 0.1
H 3.6522 2.2284 3.6682 -0.2 -0.1 0.2
Br 5.4119 0.8083 7.7089 -0.1 0.0 0.0
C 6.2895 -0.9315 7.7726 0.3 0.1 0.0
C 5.9260 -1.7715 6.5728 -0.3 -0.3 0.3
Br 4.1341 -2.5207 6.7515 -0.1 0.1 -0.1
H 6.0145 -1.3925 8.7229 0.0 0.0 -0.2
H 7.3591 -0.7100 7.7777 -0.1 -0.1 0.0
H 6.5868 -2.6339 6.4932 -0.3 0.2 0.1
H 5.9469 -1.2161 5.6335 0.0 0.0 0.2
Br -0.4303 5.9931 -1.8383 0.1 -0.1 -0.1
C 0.5827 6.4855 -3.4293 0.0 0.1 0.3
C -0.2494 7.3205 -4.3721 0.1 0.0 -0.2
Br -1.5194 6.2191 -5.3609 0.0 0.1 0.1
H 0.9433 5.5578 -3.8771 -0.1 0.2 0.0
H 1.4345 7.0590 -3.0574 -0.1 0.0 -0.1
H 0.3803 7.7820 -5.1355 0.0 -0.1 0.1
H -0.8272 8.0963 -3.8672 0.1 -0.2 0.0
Br 7.4242 5.6393 11.1867 0.0 0.0 -0.1
C 6.4122 4.2050 10.3388 -0.2 0.1 0.2
C 6.9795 2.8518 10.6915 0.0 -0.2 -0.1
Br 8.6047 2.4813 9.6803 0.0 0.0 0.1
H 6.4110 4.4071 9.2663 0.0 -0.1 0.2
H 5.3956 4.3086 10.7245 0.1 -0.1 0.0
H 6.2837 2.0580 10.4114 0.0 0.2 0.0
H 7.2320 2.7507 11.7483 0.0 0.1 -0.2
Br -5.9842 1.5209 3.7241 0.0 -0.2 0.1
C -7.1030 0.0661 4.3822 -0.1 0.2 -0.1
C -7.0867 0.0012 5.8903 -0.1 -0.3 0.1
Br -5.4338 -0.7978 6.5467 -0.1 0.1 0.0
H -6.7477 -0.8496 3.9061 -0.1 0.1 0.2
H -8.1073 0.2932 4.0179 0.1 0.0 0.1
H -7.8821 -0.6514 6.2564 0.1 0.1 -0.1
H -7.1782 0.9791 6.3658 0.1 -0.1 -0.2
Br 1.6173 8.9184 12.0167 0.0 -0.2 0.0
C 3.4432 8.2530 12.1680 -0.1 0.2 0.1
C 4.1300 8.2274 10.8243 0.2 -0.1 0.0
Br 3.5261 6.7156 9.7519 0.0 0.1 -0.1
H 3.3860 7.2719 12.6429 0.0 0.2 -0.2
H 3.9446 8.9498 12.8431 0.0 -0.1 -0.1
H 5.2055 8.0792 10.9440 -0.1 0.0 0.0
H 3.9561 9.1274 10.2323 -0.1 -0.2 0.2
Br 2.3142 1.3818 -9.2406 0.2 0.1 0.0
C 3.3285 1.8686 -10.8331 0.2 0.2 0.1
C 2.4953 2.6990 -11.7782 -0.1 0.0 -0.3
Br 1.2271 1.5909 -12.7604 0.0 0.1 0.1
H 3.6898 0.9394 -11.2771 -0.1 0.2 0.0
H 4.1799 2.4439 -10.4632 -0.1 0.0 -0.1
H 3.1241 3.1584 -12.5437 0.0 -0.1 0.2
H 1.9169 3.4760 -11.2758 0.1 -0.2 0.0
Br 8.8167 -2.2486 5.4709 0.7 0.0 -0.2
C 10.0405 -3.6360 6.0857 0.0 -0.1 -0.2
C 9.4795 -4.3695 7.2796 0.2 -0.1 0.2
Br 9.6527 -3.3085 8.9059 -0.1 0.0 -0.1
H 10.9972 -3.1507 6.2863 -0.2 -0.1 0.1
H 10.1530 -4.3130 5.2360 0.0 0.1 0.1
H 10.0480 -5.2815 7.4732 0.0 0.1 -0.1
H 8.4229 -4.6214 7.1748 0.2 0.1 -0.1
Br -7.0388 4.5597 2.2584 0.1 0.2 -0.1
C -6.0534 5.0018 0.6355 -0.3 0.0 0.0
C -5.2162 3.8349 0.1686 0.2 0.1 -0.2
Br -3.6060 3.6397 1.2512 -0.1 -0.1 0.0
H -5.4667 5.8961 0.8527 0.0 -0.2 -0.1
H -6.8189 5.2459 -0.1043 0.1 -0.1 0.0
H -4.8557 4.0020 -0.8486 -0.1 0.0 0.1
H -5.7443 2.8808 0.2094 0.0 0.2 0.1
Br -1.4846 6.1611 13.3903 0.1 0.0 -0.1
C -0.7295 5.1176 11.9273 -0.3 0.0 0.0
C 0.1569 4.0109 12.4449 0.2 -0.1 -0.2
Br 1.8861 4.7026 13.0205 0.0 -0.1 0.1
H -0.2082 5.8182 11.2722 0.0 -0.2 0.2
H -1.5912 4.7047 11.3984 0.1 0.0 0.1
H 0.3864 3.2978 11.6503 -0.1 0.1 0.1
H -0.2708 3.4756 13.2941 0.0 0.2 -0.1
```
Positions in Å, forces in eV/Å.

These are the Löwdin partial charges, in e, on atoms 1 to 5: number 1, C, carries -0.13; number 2, C, carries -0.25; number 3, C, carries -0.21; number 4, C, carries -0.22; number 5, C, carries -0.20